# 1
10
Properties=species:S:1:pos:R:3:nbo_charge:R:1 method="wB97M-V/def2-TZVPD" charge=0 relative_energy_kj_mol=368.11 gap_ev=8.268
S -2.0935 1.2129 -0.2687 -0.19
O 1.1671 1.8214 -0.1274 -0.62
C -0.0879 -0.1441 -0.0452 -0.11
H -2.3930 0.0051 0.0723 0.13
C 1.0791 0.5388 -0.0675 0.17
H 1.9212 2.0969 0.4687 0.49
H 0.3725 -2.1451 0.1212 0.12
H 2.0728 0.1195 0.1667 0.18
C -0.4662 -1.5308 -0.1455 0.33
O -1.5721 -1.9747 -0.1746 -0.51


# 2
10
Properties=species:S:1:pos:R:3:nbo_charge:R:1 method="wB97M-V/def2-TZVPD" charge=0 relative_energy_kj_mol=62.95 gap_ev=8.128
H 0.9910 1.5278 -1.0219 0.25
C 0.4426 -0.1297 0.0299 0.52
H -0.6590 0.9304 -1.4269 0.25
H 0.2645 -1.4378 1.8369 0.50
C -0.7529 -0.2791 0.9533 0.11
O -0.5939 -1.0448 1.9908 -0.61
H 0.7555 0.2041 -2.1144 0.25
S -2.2277 0.2970 0.6027 -0.01
C 0.3689 0.6981 -1.2160 -0.72
O 1.4111 -0.7661 0.3657 -0.53


# 3
10
Properties=species:S:1:pos:R:3:nbo_charge:R:1 method="wB97M-V/def2-TZVPD" charge=0 relative_energy_kj_mol=43.10 gap_ev=9.363
H 0.0859 -1.9469 2.1094 0.25
C -0.1365 -2.0941 1.0371 -0.72
H 1.1026 2.3460 -0.6360 0.15
S -0.0523 1.6297 -0.8654 0.02
C -0.5380 -0.8251 0.2904 0.49
O 1.6721 0.0505 0.5332 -0.52
O -1.6071 -0.6772 -0.2287 -0.48
H 0.8127 -2.4359 0.5892 0.25
H -0.9076 -2.8718 0.8953 0.24
C 0.5450 0.2271 0.0814 0.32


# 4
10
Properties=species:S:1:pos:R:3:nbo_charge:R:1 method="wB97M-V/def2-TZVPD" charge=0 relative_energy_kj_mol=171.86 gap_ev=10.370
O 0.1951 -1.3790 -0.1074 -0.50
H 1.9908 1.2529 -0.9678 0.24
C -0.8251 -0.3818 -0.1248 0.57
C 1.3803 0.7437 -0.0504 -0.64
H 1.6313 -1.2852 1.1390 0.17
H 2.1366 -1.6027 -0.4856 0.21
C 1.4455 -0.9289 0.0696 -0.06
O -1.9725 -0.6280 0.0736 -0.54
S -0.3588 1.2488 0.0256 0.31
H 2.1981 1.1124 0.8087 0.24


# 5
10
Properties=species:S:1:pos:R:3:nbo_charge:R:1 method="wB97M-V/def2-TZVPD" charge=0 relative_energy_kj_mol=271.82 gap_ev=8.609
C 0.1464 -0.5782 0.6987 -0.11
H 1.7070 -1.1765 -0.2111 0.50
H -0.7749 1.3168 0.5029 0.23
O -2.3219 -0.2606 0.5658 -0.52
S 1.0286 1.3965 -1.1716 0.04
H -1.1457 -2.3407 0.8617 0.16
H 0.3259 -0.3678 1.7908 0.22
C 0.0839 0.7363 0.0081 -0.26
O 1.0735 -1.5277 0.3876 -0.69
C -1.3275 -1.0696 0.6556 0.43


# 6
11
Properties=species:S:1:pos:R:3:nbo_charge:R:1 method="wB97M-V/def2-TZVPD" charge=0 relative_energy_kj_mol=139.25 gap_ev=8.851
H 0.2059 1.5099 -0.9770 0.18
H 1.8575 0.7939 0.6413 0.18
C -1.7725 -0.3195 0.8067 0.03
O 0.8974 -0.3841 -0.7817 -0.49
H -2.1097 -0.1477 1.8468 0.20
S 3.1915 -1.1496 0.1967 -0.02
C -0.1849 0.5314 -0.7261 0.20
H -0.8953 0.1934 -1.4527 0.21
O -0.7178 0.5259 0.5916 -0.50
S -2.3898 -1.4208 -0.1988 -0.02
C 1.9177 -0.1327 0.0531 0.03


# 7
10
Properties=species:S:1:pos:R:3:mulliken_spin:R:1 method="wB97M-V/def2-TZVPD" charge=+1 relative_energy_kj_mol=389.88 multiplicity=3 gap_ev="6.112 / 6.153" s2=2.002
C -1.3411 0.3220 0.5188 -0.01
O 2.0282 0.2660 -0.5431 0.00
H -1.6873 -0.0195 -1.6115 0.00
Tm -0.0987 0.0212 2.5191 2.01
H 0.0985 -1.9025 2.7359 -0.01
H 2.7661 0.7898 -0.8748 0.00
H -2.0206 1.1848 0.4701 0.00
C 1.1281 0.1353 -1.4980 0.00
O 0.2118 -0.6597 -1.0119 0.00
C -1.0851 -0.1374 -0.7045 0.01


# 8
10
Properties=species:S:1:pos:R:3:mulliken_spin:R:1 method="wB97M-V/def2-TZVPD" charge=-1 relative_energy_kj_mol=0.00 multiplicity=2 gap_ev="4.843 / 7.206" s2=0.754
O 2.4526 -0.9790 -2.8587 0.12
C 1.6108 -1.0748 -2.0166 0.44
H -1.1551 -0.7218 1.8333 0.00
H -1.9089 -0.6186 0.2200 0.01
C -0.3908 0.9408 0.5932 0.00
O 0.9169 0.8886 0.0224 0.01
Zn 0.8265 -0.9844 -0.0812 0.39
H -0.3341 1.4719 1.5669 0.00
C -0.9659 -0.4787 0.7743 0.03
H -1.0519 1.5558 -0.0536 0.01


# 9
10
Properties=species:S:1:pos:R:3:nbo_charge:R:1 method="wB97M-V/def2-TZVPD" charge=0 relative_energy_kj_mol=443.24 gap_ev=9.522
C 0.6059 -1.3857 -0.2416 0.03
O -2.3251 -0.2774 1.1700 -0.53
H 0.6893 1.2265 -1.2887 0.21
C -1.2394 -0.2361 0.7079 0.98
O -0.3519 -1.2803 0.7107 -0.52
H 1.2437 -0.1334 -0.1646 0.19
H 0.1419 -1.2053 -1.2361 0.10
O -0.6755 0.8764 0.1933 -0.49
H 1.2552 1.5261 0.4017 0.21
C 0.6559 0.8891 -0.2525 -0.18


# 10
10
Properties=species:S:1:pos:R:3:nbo_charge:R:1 method="wB97M-V/def2-TZVPD" charge=0 relative_energy_kj_mol=267.20 gap_ev=11.030
H -0.4694 1.7583 1.3341 0.15
H -0.2252 0.1288 1.9258 0.12
C -0.2176 0.7202 0.9971 0.26
O 1.0094 0.5115 0.4804 -0.50
C 0.8135 -0.4821 -0.5327 -0.20
O -1.3786 -0.8628 -1.6506 -0.55
O -1.0979 0.3431 0.2285 -0.46
H 1.2270 -0.3674 -1.6645 0.22
C -0.6451 -0.2642 -0.8599 0.74
H 0.9837 -1.4853 -0.2582 0.21


# 11
10
Properties=species:S:1:pos:R:3:nbo_charge:R:1 method="wB97M-V/def2-TZVPD" charge=0 relative_energy_kj_mol=80.51 gap_ev=11.435
C 0.8256 -0.8527 -0.5283 0.23
H 1.6857 -1.0381 0.1310 0.15
O 0.8201 0.5256 -0.8777 -0.49
O -0.2995 2.3412 -0.1441 -0.54
H -0.6291 0.1817 1.7242 0.20
H -1.9345 0.1785 0.5050 0.22
C -0.8555 0.0874 0.6535 -0.20
C -0.1190 1.1580 -0.1358 0.76
H 0.8988 -1.4524 -1.4381 0.18
O -0.3927 -1.1292 0.1102 -0.51


# 12
10
Properties=species:S:1:pos:R:3:nbo_charge:R:1 method="wB97M-V/def2-TZVPD" charge=0 relative_energy_kj_mol=260.01 gap_ev=9.966
O 0.6120 1.9897 -0.5034 -0.67
C -0.6079 -0.3925 0.8387 0.79
O -0.0943 -0.8105 1.8143 -0.55
H 0.9168 -1.3654 -0.6091 0.21
H 1.5372 0.0082 -1.8686 0.22
H -2.2871 -1.3167 0.9088 0.50
C 0.2774 0.5670 -0.2708 0.17
H 0.3641 2.3792 0.3464 0.48
C 1.0489 -0.3100 -0.8898 -0.47
O -1.7673 -0.7489 0.2336 -0.67


# 13
10
Properties=species:S:1:pos:R:3:nbo_charge:R:1 method="wB97M-V/def2-TZVPD" charge=0 relative_energy_kj_mol=462.38 gap_ev=9.969
H -1.4250 1.7904 -0.0327 0.21
C -0.8201 0.8912 -0.1319 0.18
C 0.4948 0.8436 0.0974 -0.43
O -1.5602 -0.1867 -0.4866 -0.24
O 2.3734 -0.5134 0.6080 -0.53
H 1.0757 1.7547 0.0450 0.24
H 0.5064 -1.0604 1.1658 0.11
O -0.6165 -1.1959 -0.9564 -0.43
H -1.2022 -1.9635 -0.9265 0.48
C 1.1737 -0.3601 0.6178 0.41


# 14
10
Properties=species:S:1:pos:R:3:nbo_charge:R:1 method="wB97M-V/def2-TZVPD" charge=0 relative_energy_kj_mol=416.02 gap_ev=10.238
C -0.2974 -0.0944 -1.4415 0.97
H -1.1776 0.8043 1.2848 0.19
C 0.5369 -1.1239 0.4760 -0.12
C -0.2034 0.7268 0.7630 -0.10
O -0.3267 0.9708 -0.5885 -0.50
H 1.5116 -0.6552 0.3926 0.15
H -0.0798 -0.5985 1.2657 0.23
H 0.5726 1.3427 1.2223 0.20
O -0.0534 -1.2571 -0.7666 -0.50
O -0.5144 0.0028 -2.6046 -0.54


# 15
11
Properties=species:S:1:pos:R:3:mulliken_spin:R:1 method="wB97M-V/def2-TZVPD" charge=0 relative_energy_kj_mol=190.22 multiplicity=6 gap_ev="5.693 / 7.483" s2=8.769
H -2.3840 0.8239 9.8197 -0.02
H 0.1115 0.1124 7.4203 0.10
O 0.1674 -0.5238 5.3042 0.37
H -1.7194 1.2336 8.0282 0.09
C 0.1711 0.5407 6.1516 -0.09
C -1.3233 -0.6250 8.7551 0.78
O -1.6697 -1.6299 8.1750 0.33
Rh -1.7938 -0.3670 5.1961 2.30
C -1.7552 0.6180 8.9522 0.78
O -0.9805 1.2537 5.9838 0.32
H 1.0421 1.1977 5.9208 0.03


# 16
11
Properties=species:S:1:pos:R:3:nbo_charge:R:1 method="wB97M-V/def2-TZVPD" charge=0 relative_energy_kj_mol=255.28 gap_ev=9.710
O -2.0342 -2.1801 0.1941 -0.89
H -0.2096 1.8308 1.3811 0.23
H 1.4272 1.4026 0.9490 0.23
C 0.0662 0.2171 -0.0738 0.21
H 1.8382 -0.7966 0.0250 0.21
H 0.2476 2.2294 -0.2310 0.22
O -1.2424 0.0162 -0.6274 -0.70
C 0.8411 -0.8187 -0.3401 0.05
C 0.3860 1.4624 0.6013 -0.65
S -1.5141 -1.5331 -0.9533 1.76
O 0.1941 -1.8299 -0.9250 -0.67


# 17
12
Properties=species:S:1:pos:R:3:mulliken_spin:R:1 method="wB97M-V/def2-TZVPD" charge=+1 relative_energy_kj_mol=140.76 multiplicity=2 gap_ev="8.137 / 7.554" s2=0.754
H 0.7243 1.6449 1.2370 0.08
C -0.0504 1.6645 0.4340 0.01
Pb -1.0397 -3.6666 0.2754 0.00
H 1.1247 1.1907 -1.3162 0.00
C 0.1410 -1.5075 0.0909 0.00
C 0.3463 0.7283 -0.6969 0.00
H -0.0612 2.7179 0.0887 0.03
O -1.2104 1.3399 1.0524 0.88
O 0.6778 -2.5024 0.6705 0.00
O 0.9089 -0.4716 -0.1565 0.00
H -0.5236 0.4807 -1.3143 0.00
O -1.0378 -1.6188 -0.3650 0.00


# 18
12
Properties=species:S:1:pos:R:3:mulliken_spin:R:1 method="wB97M-V/def2-TZVPD" charge=0 relative_energy_kj_mol=68.88 multiplicity=8 gap_ev="9.314 / 2.931" s2=16.410
Tb 3.2731 -1.7500 -3.6876 6.14
H 1.9406 -0.4100 0.9147 0.00
O 2.8681 -1.3028 -1.3119 0.11
O 1.0291 -3.2441 0.1128 0.89
C 1.6313 -1.6861 -1.3680 -0.39
C 0.9923 -0.9485 0.7568 0.00
O 0.7348 -0.9525 -0.6516 0.03
H 2.1668 -2.4668 1.6429 0.08
O 1.2049 -2.1008 -2.5120 0.11
H 0.1522 -0.4536 1.2646 0.01
H 0.3772 -2.6174 1.9852 0.03
C 1.1416 -2.4116 1.2008 -0.02


# 19
12
Properties=species:S:1:pos:R:3:mulliken_spin:R:1 method="wB97M-V/def2-TZVPD" charge=+2 relative_energy_kj_mol=261.84 multiplicity=3 gap_ev="6.694 / 5.525" s2=2.008
O 1.5098 0.2177 0.9279 0.09
H -1.8982 -0.9761 0.9588 0.08
H -2.1047 1.5065 -0.3425 0.03
Yb 3.7111 0.3296 -0.0094 0.00
O -0.0591 1.1902 -0.5256 0.10
C -1.4026 -0.6483 0.0316 -0.01
H 0.8442 -0.5283 1.4430 -0.02
O 1.8025 0.0630 -1.2446 0.04
C 0.8664 0.1719 -0.3604 -0.01
O -0.0498 -1.0874 0.0105 0.76
C -1.2951 0.8407 -0.0487 0.81
H -1.9245 -1.0794 -0.8404 0.14


# 20
9
Properties=species:S:1:pos:R:3:nbo_charge:R:1 method="wB97M-V/def2-TZVPD" charge=0 relative_energy_kj_mol=621.92 gap_ev="7.709 / 9.007"
H 1.0719 1.7945 -0.7908 0.20
H 3.1064 0.2504 0.1872 0.23
C 2.0814 0.0333 0.2525 -0.52
S -2.6578 0.3503 0.1510 1.06
H -1.2176 -1.4940 -0.1947 0.19
O -3.8954 -0.5011 0.0414 -0.89
C 1.1577 0.8386 -0.2319 0.00
C -1.2767 -0.4193 -0.1765 -0.52
H 1.6301 -0.8527 0.7617 0.24